Record 1
5 unconnected molecules or ions with the total composition C38H57N5O9. Source: the OMol25 dataset; level of theory: the ωB97M-V functional and the def2-TZVPD basis.

Each line ends with the Löwdin charge.
Element x y z (Å)
C 2.386778 -3.339308 3.860258  -0.0598
C 3.812538 -3.237371 3.283757  -0.2529
O 4.079547 -2.024601 2.592648  -0.1784
C 3.283497 -1.879678 1.431513  -0.1966
C 4.123437 -1.420835 0.230208  -0.1684
O 3.330190 -0.681736 -0.674162  -0.1606
C 2.384761 -1.483097 -1.386805  -0.1282
C 0.973134 -1.052131 -1.016008  -0.1006
C 0.783867 0.295723 -0.700429  0.0711
C -0.469146 0.724797 -0.312492  -0.0827
C -1.537073 -0.171498 -0.261742  -0.0748
C -1.354708 -1.497365 -0.609913  0.0642
C -0.087784 -1.955997 -0.988981  -0.1193
C 0.157124 -3.408477 -1.368269  -0.1251
C -1.091421 -4.281885 -1.348212  -0.1059
C -1.523582 -4.628977 0.061733  -0.4626
O -0.907219 -4.244340 1.026881  0.1023
N -2.679344 -5.438522 0.197587  0.1051
C -3.865448 -4.682890 -0.134061  -0.2706
C -4.486617 -4.830309 -1.365771  -0.0358
C -5.595909 -4.059893 -1.695340  -0.0785
C -6.116800 -3.130244 -0.803410  -0.0765
C -5.506104 -3.001120 0.442354  -0.0810
C -4.396527 -3.763541 0.770006  -0.0281
C -2.881189 0.314780 0.186207  -0.2699
O -3.908951 -0.141367 -0.250390  0.1204
C -2.838658 1.417497 1.217170  -0.1344
C -3.883088 1.513762 2.295270  -0.1689
C -5.355227 1.526022 1.800609  -0.0742
C -1.815225 2.271913 1.145008  0.0652
C -0.756419 2.136763 0.091392  -0.3218
O -0.193911 3.096662 -0.380960  0.0987
H 2.404886 -3.214594 4.942298  0.0708
H 1.962523 -4.313222 3.622145  0.0717
H 1.719032 -2.575472 3.465237  0.0718
H 4.541256 -3.338063 4.085008  0.1161
H 3.979771 -4.070301 2.589849  0.1131
H 2.783601 -2.818043 1.172599  0.1220
H 2.501360 -1.133090 1.610945  0.1318
H 4.978273 -0.824112 0.545894  0.1266
H 4.530223 -2.302564 -0.281476  0.1282
H 2.505226 -2.539671 -1.149597  0.1123
H 2.570748 -1.286221 -2.441886  0.1048
H 1.600367 0.997450 -0.732608  0.1003
H -2.222405 -2.139988 -0.562114  0.1111
H 0.552766 -3.426508 -2.385589  0.1319
H 0.885114 -3.846806 -0.684604  0.1161
H -1.923778 -3.755287 -1.825629  0.1163
H -0.960509 -5.204797 -1.913468  0.1290
H -2.724648 -5.713374 1.173385  0.1298
H -4.121219 -5.545210 -2.091424  0.1143
H -6.050460 -4.182020 -2.669753  0.1019
H -6.969230 -2.525975 -1.074606  0.1026
H -5.914770 -2.285566 1.143262  0.1042
H -3.954898 -3.614720 1.748550  0.1197
H -3.684366 2.390541 2.908319  0.1063
H -3.745041 0.648123 2.950617  0.1196
H -5.923750 0.771728 2.342897  0.0734
H -5.806244 2.479117 2.074756  0.0589
H -5.446292 1.337102 0.738326  0.0591
H -1.685359 3.091138 1.842112  0.1258
C 2.941753 4.905910 -1.091353  -0.0504
N 3.915658 3.833054 -1.166743  -0.1833
C 3.708688 2.638134 -0.365464  -0.0341
C 5.000760 3.899126 -1.958900  -0.3611
O 5.834954 3.019272 -2.068530  0.0018
H 2.879425 5.287934 -0.070232  0.0906
H 1.956020 4.544920 -1.390407  0.0806
H 3.236501 5.719520 -1.751465  0.0811
H 4.547558 2.496467 0.317363  0.0821
H 3.650706 1.761649 -1.010333  0.0750
H 2.786402 2.736438 0.203156  0.0830
H 5.064166 4.844717 -2.524655  0.1309
C 4.630517 1.718342 3.030465  -0.0613
N 4.725321 1.563916 4.466974  -0.1943
C 5.008602 2.721645 5.295291  -0.0448
C 4.557786 0.363297 5.060268  -0.3394
O 4.629082 0.173815 6.260555  0.0073
H 5.572033 2.105416 2.632371  0.0924
H 3.827611 2.415009 2.776469  0.0847
H 4.422618 0.755409 2.567120  0.0719
H 5.929096 2.566194 5.859098  0.0915
H 4.199181 2.882477 6.008492  0.0911
H 5.115194 3.600702 4.664010  0.0830
H 4.343830 -0.442771 4.341384  0.1193
C -8.202948 3.864156 -1.598699  -0.0607
N -8.442532 3.588984 -0.196825  -0.1996
C -8.289303 4.657720 0.774936  -0.0409
C -8.802954 2.367027 0.244149  -0.3627
O -9.008871 2.085533 1.407683  0.0101
H -7.176344 4.204618 -1.748719  0.0891
H -8.886791 4.636737 -1.956528  0.0883
H -8.359434 2.960783 -2.184373  0.0815
H -7.527674 4.392577 1.509069  0.0810
H -9.227597 4.822116 1.305540  0.0933
H -7.996778 5.571513 0.263850  0.0855
H -8.890980 1.623204 -0.566480  0.1321
C 5.934418 -0.208443 -6.318018  -0.0562
N 4.765469 -0.214550 -5.461767  -0.1909
C 4.324017 1.032236 -4.853269  -0.0289
C 4.077389 -1.336773 -5.197691  -0.3393
O 3.089565 -1.384043 -4.484940  -0.0053
H 6.806759 0.140248 -5.762507  0.0922
H 5.773145 0.451160 -7.172836  0.0893
H 6.130775 -1.214078 -6.684191  0.0813
H 4.343600 0.948263 -3.766214  0.0863
H 3.302911 1.258866 -5.162749  0.0943
H 4.985756 1.837479 -5.160271  0.0875
H 4.497888 -2.232633 -5.683437  0.1342

Forces on atoms 1 to 2 (eV/Å):
C 0.3085 0.0365 0.1186
C -0.3939 -0.2973 -0.0733

The structure (SMILES) is CCOCCOCc1cc2c(cc1CCC(=O)Nc1ccccc1)C(=O)C(CC)=CC2=O.CN(C)C=O.CN(C)C=O.CN(C)C=O.CN(C)C=O. The calculation puts the calculated total energy at -2433.09834 hartree. As for the charge: 0. As for the largest force on an atom: 0.78 eV/A.

***

Record 2
A molecular structure, C38H58BiF6N4O8P3S6. Source: the OMol25 dataset; level of theory: the ωB97M-V functional and the def2-TZVPD basis.

Each line ends with the Löwdin charge.
Element x y z (Å)
Bi -1.821433 0.002236 -0.282560  1.3367
C 0.763310 3.613932 -3.537080  -0.1243
C 0.353011 2.229735 -3.019703  -0.5550
C 1.136373 1.099461 -3.712126  -0.1121
P 0.450698 2.056973 -1.172842  1.0072
C -0.498422 3.385882 -0.201612  -0.5224
C -1.801620 3.715909 -1.051311  -0.1135
C 0.148263 4.627771 0.328748  -0.1291
C 2.169570 2.201503 -0.730079  -0.2742
C 2.817082 3.422000 -0.950749  -0.0587
C 4.296559 3.479376 -0.943445  -0.2812
C 4.878340 4.848405 -0.913351  -0.0981
C 5.028308 2.271594 -0.818273  -0.0491
C 4.367027 1.055374 -0.485453  -0.0424
C 2.983490 0.978412 -0.357545  -0.2297
N 2.376514 -0.038442 0.305749  0.0676
C 2.923996 -1.294140 0.560835  -0.2401
C 3.399359 -2.148063 -0.472912  -0.0343
C 3.702206 -3.465901 -0.239633  -0.0378
C 3.565305 -3.968228 1.070710  -0.2929
C 3.801366 -5.402350 1.336605  -0.0940
C 3.276458 -3.117457 2.124924  -0.1091
C 2.960227 -1.796955 1.894289  -0.3094
P 2.701402 -0.847697 3.393892  1.1038
C 1.450969 -1.922839 4.356951  -0.5324
C 0.562036 -3.033640 3.700892  -0.0956
C 2.070816 -2.387810 5.707770  -0.1291
C 4.354724 -0.931925 4.342168  -0.5472
C 5.201441 -2.221172 4.266413  -0.1540
C 5.290744 0.275479 4.038993  -0.1332
H 0.429295 3.743829 -4.554319  0.0620
H 1.893824 3.704896 -3.498453  0.0894
H 0.368125 4.414707 -2.945942  0.0360
H -0.737650 1.979698 -3.238304  0.1123
H 0.652496 0.118804 -3.508968  0.0766
H 2.134479 1.126035 -3.326745  0.0538
H 1.092729 1.286332 -4.785030  0.0733
H -0.786131 2.755075 0.704066  0.0802
H -1.522218 4.447420 -1.801601  0.0579
H -2.509772 4.161568 -0.313033  0.0718
H -2.380758 2.895014 -1.485112  0.0012
H 0.778073 4.396850 1.196938  0.0955
H -0.653187 5.233594 0.730491  0.0556
H 0.594257 5.169571 -0.501155  0.0581
H 2.235190 4.341957 -1.159510  0.0878
H 4.396174 5.471545 -0.127532  0.0863
H 4.686401 5.374248 -1.841661  0.0601
H 5.973314 4.794814 -0.834892  0.0705
H 6.103610 2.255715 -0.959117  0.0933
H 4.859893 0.043616 -0.442145  0.1117
H 3.620084 -1.694583 -1.442233  0.1124
H 3.911409 -4.149942 -1.055285  0.1069
H 3.750459 -5.996203 0.380069  0.0894
H 3.056170 -5.799461 1.929922  0.0108
H 4.808362 -5.623276 1.805122  0.0911
H 3.113003 -3.536651 3.107895  0.0937
H 0.808493 -1.111992 4.721232  0.0218
H 0.329356 -2.771978 2.628987  0.0730
H 1.195174 -3.960557 3.681084  0.0605
H -0.367818 -3.147726 4.353578  0.0956
H 3.102491 -2.711325 5.491586  0.0277
H 1.465731 -3.192767 6.133019  0.0701
H 2.177611 -1.562918 6.444165  0.0782
H 4.091554 -0.874883 5.427509  0.0890
H 5.679273 -2.382866 3.267475  0.0898
H 4.734719 -3.165247 4.574878  0.0554
H 6.001993 -2.048458 4.984827  0.0577
H 5.392510 0.385069 2.967092  0.0553
H 6.240337 0.085415 4.574587  0.0669
H 4.894470 1.230452 4.414531  0.0672
S -2.805428 -2.334112 0.694383  0.5557
C -1.482591 -3.044510 -0.102092  -1.2264
S -0.478820 -2.206318 -1.207356  0.5487
C -1.334779 -4.454897 -0.010803  -0.4445
C -0.103148 -4.915888 0.574184  -0.2275
N 0.740600 -5.303717 1.248840  0.1630
C -2.193367 -5.384093 -0.640889  -0.2715
N -2.812490 -6.126072 -1.288145  0.1036
O -3.251665 1.351203 1.349938  -0.2368
H -4.143674 1.761695 1.565253  0.0913
H -2.837173 1.453695 2.233931  -0.0032
O -0.100300 0.314871 0.939348  -0.6289
H 1.429769 0.100692 0.635263  0.0279
H -0.420173 0.267009 1.909867  -0.0589
F -1.440014 -1.029558 5.957957  0.1107
C -2.027509 0.139909 5.596320  -0.5835
F -3.245669 -0.211521 5.050035  0.0862
F -2.321488 0.773009 6.756063  0.1072
S -1.037473 1.126552 4.371316  0.6508
O -0.864463 0.096371 3.304790  -0.3315
O 0.160611 1.538703 5.093283  -0.2860
N -1.968537 2.275169 3.807056  -0.3174
S -2.568835 3.562185 4.687566  0.6840
O -3.702055 3.062935 5.477808  -0.3029
O -1.539308 4.403397 5.227056  -0.2724
C -3.441941 4.354037 3.232273  -0.6055
F -2.603670 4.941939 2.310626  0.0984
F -4.308924 5.282155 3.583591  0.1541
F -4.151023 3.370092 2.617769  0.0809
C -4.334483 -3.729012 -3.085903  -0.0580
C -4.228074 -2.968443 -4.409131  -0.4546
C -3.268686 -3.746690 -5.311497  -0.0563
O -3.619751 -1.621646 -4.230400  -0.3357
P -4.524253 -0.267997 -3.983815  -0.1485
S -6.446795 -0.508883 -4.182036  0.2389
S -4.110579 0.686000 -2.226365  0.0714
O -3.879160 0.618916 -5.157180  -0.3682
C -4.535061 0.964574 -6.457330  -0.4430
C -5.160781 -0.203739 -7.176700  -0.0989
C -5.453818 2.131535 -6.120152  -0.0868
H -4.395762 -4.788863 -3.275397  0.0565
H -5.260576 -3.363837 -2.617770  0.0794
H -3.514221 -3.532724 -2.387932  0.0610
H -5.237912 -2.709489 -4.832728  0.0794
H -2.206310 -3.520810 -5.011416  0.1065
H -3.440645 -3.404017 -6.329896  0.0553
H -3.500789 -4.794593 -5.271494  0.0623
H -3.614267 1.398995 -6.920092  0.1403
H -6.158496 -0.396138 -6.727047  0.0243
H -4.480210 -1.119649 -7.175954  0.0967
H -5.239782 0.120640 -8.235990  0.0759
H -6.262761 1.784985 -5.448763  0.0332
H -5.919290 2.504439 -6.999901  0.0557
H -4.875586 2.928658 -5.638645  0.0853

Forces on atoms 1 to 2 (eV/Å):
Bi 1.1156 -0.4695 -0.8398
C 1.4134 -0.7955 -0.1063

The calculation puts the calculated total energy at -6530.79411 hartree. As for the charge: -2. As for the largest force on an atom: 3.48 eV/A.

***

Record 3
A molecular structure, C38H60DyIN12O3S4. Source: the OMol25 dataset; level of theory: the ωB97M-V functional and the def2-TZVPD basis.

Each line ends with the Löwdin charge.
Element x y z (Å)
Dy -0.564292 0.986305 0.518756  1.2055
C -2.166077 -3.678967 -5.040872  -0.0665
N -1.304591 -3.146459 -4.000622  -0.1583
C 0.115240 -3.233361 -4.232601  -0.0550
C -1.884955 -2.240365 -3.180177  -0.4618
N -1.488424 -1.078100 -2.914298  0.1350
C -0.424836 -0.452985 -3.645852  -0.2363
C -0.148390 0.890416 -3.129284  -0.2555
N 0.571710 1.071548 -1.875094  -0.1974
C 0.954966 2.540347 -1.913322  -0.1887
C 1.484022 3.143997 -0.630880  -0.2648
N 0.491203 3.319250 0.386423  -0.0411
C 0.756568 4.186212 1.347506  -0.4184
N -0.181705 4.931900 1.954488  -0.1620
C -1.452168 5.071225 1.346658  -0.0576
C -0.025027 5.339837 3.309626  -0.0885
N 2.035643 4.368808 1.817333  -0.1477
C 3.047330 3.311873 1.855082  -0.0301
C 2.636192 5.660561 1.820548  -0.0558
C 1.870229 0.349394 -1.831703  -0.1626
C 1.782588 -1.111516 -1.387557  -0.2456
N 2.874645 -1.835313 -1.972276  0.1133
C 3.757660 -2.376959 -1.260680  -0.3399
N 4.683279 -3.228659 -1.880416  -0.1342
C 4.521261 -3.204878 -3.317697  -0.0912
C 6.053728 -2.920320 -1.454836  -0.0597
N 3.861875 -2.091208 0.183268  -0.1874
C 4.450030 -0.852946 0.493703  -0.1221
C 4.045511 -3.202247 1.117779  -0.0663
N -3.083959 -2.639774 -2.640379  -0.1455
C -3.088589 -3.971860 -2.020118  -0.0357
C -3.879558 -1.605013 -2.006276  -0.0896
H -1.740788 -3.487782 -6.045709  0.0849
H -3.175756 -3.148307 -4.997472  0.1149
H -2.280231 -4.794683 -4.932267  0.0904
H 0.330228 -4.292724 -4.487010  0.1076
H 0.568470 -3.013324 -3.264274  0.0752
H 0.501374 -2.534793 -4.941095  0.0746
H -0.699318 -0.325733 -4.683951  0.1364
H 0.486926 -0.988776 -3.585946  0.0680
H -1.135197 1.393411 -3.111637  0.0049
H 0.416347 1.418382 -3.904084  0.1278
H -0.019878 3.022059 -2.130779  0.1040
H 1.612541 2.743750 -2.728794  0.1179
H 1.924529 4.093494 -0.967655  0.1386
H 2.360363 2.570981 -0.355028  0.0717
H -1.353285 4.816690 0.276371  0.0946
H -1.829483 6.095118 1.384828  0.0948
H -2.221278 4.480767 1.854411  0.0761
H 0.788002 4.797467 3.776785  0.0556
H -0.951040 5.189233 3.906325  0.0994
H 0.099257 6.421101 3.442700  0.0904
H 2.549568 2.382713 1.985366  0.0406
H 3.714290 3.510785 2.705372  0.1108
H 3.619771 3.287904 0.965199  0.0715
H 1.815420 6.443891 1.767872  0.1163
H 3.215540 5.767875 0.917627  0.0847
H 3.246181 5.757531 2.678583  0.0799
H 2.546512 0.898331 -1.141363  0.0992
H 2.334248 0.347698 -2.803526  0.1234
H 0.743615 -1.485664 -1.555100  0.0844
H 1.831854 -1.137635 -0.318876  0.0183
H 5.231672 -3.828352 -3.854062  0.0904
H 4.556645 -2.175954 -3.697094  0.0916
H 3.582595 -3.573262 -3.516784  0.0451
H 6.125093 -2.769543 -0.401157  0.0453
H 6.374705 -1.965429 -1.921042  0.1027
H 6.691892 -3.737104 -1.738532  0.0830
H 4.096393 -0.067249 -0.157091  0.0718
H 5.557975 -0.764172 0.341784  0.0925
H 4.262543 -0.619501 1.516524  0.0453
H 3.632459 -2.840546 2.076232  0.0825
H 5.106668 -3.509365 1.293508  0.0854
H 3.410127 -4.070527 0.909999  0.0868
H -2.177996 -4.086956 -1.393728  0.0788
H -3.235675 -4.867542 -2.632851  0.0787
H -3.869308 -3.952210 -1.228242  0.0890
H -4.305795 -0.933583 -2.763462  0.0694
H -3.316467 -0.956853 -1.342984  0.0221
H -4.768570 -2.048821 -1.542933  0.0900
C 0.156126 -3.661617 0.287423  -0.0234
C -1.162645 -3.408998 0.863069  -0.2789
N -1.790487 -4.418138 1.439335  0.1156
C -2.941703 -4.149458 2.158922  -0.0823
C -3.406510 -2.853462 2.305317  -0.1576
C -4.495308 -2.489824 3.321703  -0.2004
O -3.940871 -1.488293 4.185254  -0.0588
C -2.783227 -1.742340 1.635287  -0.0820
C -3.513894 -0.462869 1.610361  -0.0506
N -3.037871 0.611937 1.089282  -0.0469
C -3.801851 1.810972 1.209638  -0.3284
C -4.249015 2.243919 2.481485  -0.0293
C -4.985527 3.409094 2.566287  -0.0903
C -5.288923 4.185614 1.496471  -0.1065
C -4.895701 3.761216 0.261553  -0.1748
C -4.118880 2.622994 0.060674  -0.5992
I -3.245575 2.188384 -1.807368  1.0956
C -1.654796 -2.020596 0.875445  -0.3058
O -0.982887 -1.144180 0.218058  -0.2865
H 0.171973 -4.723267 0.087037  0.0865
H 0.919161 -3.262053 0.989783  0.0959
H 0.318001 -3.167800 -0.657810  0.0488
H -3.409576 -5.011269 2.595751  0.0993
H -4.779400 -3.409188 3.880067  0.1230
H -5.392504 -2.122816 2.807713  0.1136
H -2.995446 -1.626204 4.221114  0.0912
H -4.557406 -0.482797 1.966222  0.1387
H -4.005953 1.650360 3.382443  0.1255
H -5.245043 3.718541 3.546259  0.1028
H -5.846722 5.125802 1.478883  0.1189
H -5.154563 4.395909 -0.607196  0.1074
O 3.502828 1.786098 6.537985  -0.0755
C 2.781462 1.588068 5.593358  -1.0163
S 1.255574 2.462795 5.367414  0.9638
C 0.765356 1.544150 3.981836  -1.1726
C 1.586091 0.620965 3.507377  -1.1526
S 1.365472 -0.154755 1.958873  0.5481
S 3.070839 0.326700 4.392798  0.9560
S -0.765442 1.982869 3.240708  0.4923

Forces on atoms 1 to 2 (eV/Å):
Dy -0.0909 0.0392 1.0072
C -1.0313 -0.4210 -0.4133

The calculation puts the calculated total energy at -5142.23528 hartree. As for the charge: 0. The multiplicity is 6. As for the largest force on an atom: 3.43 eV/A.